ORCA calculation (ωB97M-V with the def2-TZVPD basis set) on a cluster of 2 separate species, C6H12N2O in total in a non-equilibrium geometry.

Atoms and positions in Å:
C: -0.79863 -0.61520 -0.45375
C: 0.18728 0.34998 -1.15108
C: -0.15954 -1.71929 0.40252
C: -1.67402 0.28878 0.33679
C: 1.83081 0.59960 0.12443
N: -2.93864 0.52326 -0.04946
N: 1.33755 1.08197 1.21971
C: 2.93108 0.08401 -0.38308
O: -1.24791 0.92247 1.36470
H: -1.41429 -1.09614 -1.21909
H: -3.44162 1.29559 0.35907
H: -3.30849 0.08195 -0.87313
H: -0.03961 1.00083 1.40204
H: 1.71855 1.98541 1.48150
H: 0.27060 0.13171 -2.21613
H: -0.04934 1.40317 -1.02801
H: 0.55373 -2.26826 -0.21101
H: 0.39609 -1.30359 1.24062
H: -0.91841 -2.40507 0.78677
H: 3.80690 -0.02231 0.24562
H: 2.95791 -0.31888 -1.37901

Cartesian forces (eV/Å) of the 2 atoms listed first:
C 0.09 0.21 -0.17
C 2.09 0.46 1.55

Output
multiplicity	1
energy relative to the best compared isomer or geometry (same formula, charge and spin)	330.7	kJ/mol
HOMO-LUMO gap	0.277	Eh
HOMO	-0.257	Ha

***

ORCA calculation (ωB97M-V with the def2-TZVPD basis set) on an isolated molecule of C6H12N2O in a non-equilibrium geometry.

Atoms and positions in Å:
C: -0.71008 -1.48633 -1.08586
C: -0.76007 -1.06986 0.36319
C: -1.42822 0.17348 0.84751
C: -2.13060 1.15044 -0.06214
N: 0.02494 0.05116 0.88751
C: 0.85612 0.83503 0.00412
C: 2.22675 0.20388 -0.16596
N: 2.91219 -0.06859 0.95033
O: 2.86600 0.32508 -1.22298
H: -0.82914 -0.65477 -1.79005
H: 0.24276 -1.99042 -1.30727
H: -1.51890 -2.20348 -1.28126
H: -0.76517 -1.92242 1.05008
H: -1.87629 0.12487 1.84545
H: -2.06690 2.16724 0.35175
H: -1.72184 1.17350 -1.07906
H: -3.19407 0.88306 -0.13348
H: 0.46616 0.98464 -1.01590
H: 1.00305 1.83418 0.44296
H: 2.46462 -0.66336 1.63737
H: 3.93870 0.15268 0.76370

Cartesian forces (eV/Å) of the 2 atoms listed first:
C -0.04 -0.06 -0.19
C 0.01 -0.10 0.03

Output
multiplicity	1
energy relative to the best compared isomer or geometry (same formula, charge and spin)	144.5	kJ/mol
HOMO-LUMO gap	0.364	Eh
HOMO	-0.331	Ha

***

ORCA calculation (ωB97M-V with the def2-TZVPD basis set) on a cluster of 2 separate species, C6H12N2O in total in a non-equilibrium geometry.

Atoms and positions in Å:
H: -0.60364 0.06926 -2.20557
N: -0.31490 0.79280 -1.55423
C: 0.72560 0.48478 -0.82454
C: 1.36169 1.58751 -0.02263
N: 1.63093 -0.48349 -1.23415
C: 1.47730 -1.72546 -1.29969
H: 1.77654 1.19930 0.90603
H: 2.17528 2.00934 -0.61129
H: 0.62474 2.35315 0.19837
H: 0.61160 -2.25362 -0.89272
H: 2.29889 -2.32448 -1.67837
C: -1.05541 -1.63364 0.65069
C: -0.51992 -0.52687 1.15881
C: -1.46794 0.81981 1.33677
O: -2.10024 1.21962 0.21718
H: -0.69237 -2.62443 0.88955
H: -1.87088 -1.57290 -0.05873
H: 0.26200 -0.60564 1.90875
H: -0.75554 1.56682 1.72563
H: -2.17818 0.52257 2.12081
H: -1.38553 1.12556 -0.73065

Cartesian forces (eV/Å) of the 2 atoms listed first:
H 0.29 -0.17 -0.04
N 0.34 -0.54 0.88

Output
multiplicity	1
energy relative to the best compared isomer or geometry (same formula, charge and spin)	363.5	kJ/mol
HOMO-LUMO gap	0.325	Eh
HOMO	-0.323	Ha

***

ORCA calculation (ωB97M-V with the def2-TZVPD basis set) on a structure of composition C6H12N2O in a non-equilibrium geometry.

Atoms and positions in Å:
C: -1.26798 -1.18784 -0.66524
C: 0.20644 0.91713 -0.70144
C: 0.13577 -0.63117 -0.45309
C: 1.18533 1.41385 -1.54844
O: -1.05523 1.55175 -0.78389
N: 1.13105 -1.42238 -0.81395
H: -1.24771 1.73150 -1.71130
H: 1.76043 -0.98630 -1.48617
H: -1.99938 -0.63245 -0.08345
H: -1.29528 -2.23333 -0.36400
H: -1.51002 -1.09872 -1.72606
H: 2.12046 0.89711 -1.69165
H: 1.07175 2.36881 -2.04123
N: -0.58995 -0.98002 2.28303
C: 0.43935 -0.41968 1.50582
C: 0.50890 0.99575 1.28070
H: -0.77630 -1.94510 2.03606
H: -1.46208 -0.46734 2.25136
H: 1.39188 -0.92115 1.63560
H: -0.24041 1.60985 1.76975
H: 1.49297 1.43971 1.30760

Cartesian forces (eV/Å) of the 2 atoms listed first:
C 0.12 0.16 1.33
C -0.07 -0.27 -1.93

Output
multiplicity	1
energy relative to the best compared isomer or geometry (same formula, charge and spin)	547.0	kJ/mol
HOMO-LUMO gap (alpha / beta)	0.270 / 0.247	Eh
HOMO (alpha / beta)	-0.278 / -0.264	Ha

***

ORCA calculation (ωB97M-V with the def2-TZVPD basis set) on an isolated molecule of C6H12N2O in a non-equilibrium geometry.

Atoms and positions in Å:
C: -2.06121 -1.44385 -0.78906
C: -1.11174 -0.24152 -0.43649
C: -1.66315 1.13952 -0.24336
C: -0.65398 1.42830 0.91712
C: -0.45614 -0.09983 0.92663
N: 0.71522 -0.77500 1.32349
C: 1.73042 -0.88759 0.55471
N: 1.98926 -0.30693 -0.68876
O: 1.68381 1.07244 -0.94726
H: -2.91814 -1.41148 -0.10501
H: -2.43515 -1.43978 -1.77653
H: -1.43901 -2.32960 -0.47979
H: -0.39219 -0.36990 -1.25853
H: -2.67920 1.01019 0.17724
H: -1.69992 1.77393 -1.12785
H: -0.99082 1.98943 1.81032
H: 0.24679 1.92555 0.51397
H: -1.19321 -0.48732 1.65192
H: 2.46080 -1.60953 0.82121
H: 2.92422 -0.49303 -1.01667
H: 1.00876 1.06540 -1.65273

Cartesian forces (eV/Å) of the 2 atoms listed first:
C 1.38 0.35 3.45
C 0.07 -1.58 -2.05

Output
multiplicity	1
energy relative to the best compared isomer or geometry (same formula, charge and spin)	362.9	kJ/mol
HOMO-LUMO gap	0.354	Eh
HOMO	-0.325	Ha

***

ORCA calculation (ωB97M-V with the def2-TZVPD basis set) on an isolated molecule of C6H12N2O in a non-equilibrium geometry.

Atoms and positions in Å:
C: 0.77738 -0.17807 -1.29482
C: -0.92002 -1.88058 -0.24536
C: -0.92636 0.70368 0.26134
C: -0.33253 -0.50885 -0.32687
C: 1.36059 0.08514 0.03061
N: -1.66978 1.60473 -0.56316
N: 0.54665 1.37811 0.54667
C: 2.52928 -0.28932 0.61985
O: -1.60114 0.51136 1.48614
H: -1.23623 -0.27858 1.90690
H: -2.21653 1.10284 -1.24999
H: -2.27157 2.21208 -0.01778
H: 0.70767 1.52811 1.53804
H: 0.63178 2.23993 0.00492
H: 0.64296 0.64646 -1.99838
H: 1.19916 -1.06396 -1.75868
H: -0.11435 -2.61710 -0.16452
H: -1.51807 -2.14612 -1.12665
H: -1.55608 -2.01315 0.63335
H: 2.65880 -0.29510 1.69491
H: 3.30838 -0.74162 0.02347

Cartesian forces (eV/Å) of the 2 atoms listed first:
C -0.05 0.13 0.35
C -0.08 0.12 -0.12

Output
multiplicity	1
energy relative to the best compared isomer or geometry (same formula, charge and spin)	413.7	kJ/mol
HOMO-LUMO gap	0.241	Eh
HOMO	-0.218	Ha

***

ORCA calculation (ωB97M-V with the def2-TZVPD basis set) on an isolated molecule of C6H12N2O in a non-equilibrium geometry.

Atoms and positions in Å:
C: 3.46805 -0.75942 -0.43663
N: 2.55589 0.33361 -0.23276
C: 1.33285 -0.13313 0.12345
N: 0.47974 0.76850 0.56660
O: 1.10656 2.12770 0.56799
C: -0.75245 1.02286 -0.21929
C: -1.80025 0.14437 -0.13265
C: -3.10439 0.31755 -0.78817
C: -1.68112 -0.96585 1.00642
H: 3.06330 -1.63701 -0.83343
H: 4.17815 -0.09420 -1.00427
H: 4.05021 -0.88042 0.41837
H: 0.87044 -1.18584 -0.06653
H: 2.15618 1.77667 0.71594
H: -0.73711 1.99540 -0.80864
H: -3.93372 0.41998 -0.04750
H: -3.14188 1.17120 -1.38441
H: -2.96285 -0.61480 -1.51653
H: -2.59585 -1.10155 1.54774
H: -1.01242 -0.59187 1.77646
H: -1.53931 -2.11373 0.74783

Cartesian forces (eV/Å) of the 2 atoms listed first:
C 2.06 4.22 -1.39
N -4.69 -3.10 2.73

Output
multiplicity	1
energy relative to the best compared isomer or geometry (same formula, charge and spin)	554.6	kJ/mol
HOMO-LUMO gap	0.343	Eh
HOMO	-0.311	Ha

***

ORCA calculation (ωB97M-V with the def2-TZVPD basis set) on a structure of composition C6H12N2OS in a non-equilibrium geometry.

Atoms and positions in Å:
C: -0.34931 0.52130 -0.05768
C: -1.57067 0.51752 -0.93269
C: -0.30629 -2.01410 0.29865
C: 1.26918 -0.47859 1.50205
C: 1.38256 -0.70327 -1.04233
C: 0.46389 -0.65838 0.18801
N: -0.01404 1.56070 0.59985
N: -2.23782 1.74896 -0.69284
O: -1.63392 3.42923 1.21608
S: -1.20877 2.64951 0.11506
H: -1.30137 0.37319 -1.97993
H: -2.27439 -0.19880 -0.72071
H: 0.49025 -2.74036 0.38691
H: -0.93980 -2.12353 1.19655
H: -0.79020 -2.30181 -0.61338
H: 2.05285 0.30139 1.35244
H: 2.00192 -1.19027 1.78043
H: 0.57822 -0.14734 2.24626
H: 2.30059 -1.03523 -0.81162
H: 1.46025 0.28320 -1.48889
H: 0.89241 -1.21752 -1.83282
H: -0.26555 3.42422 -0.70940

Cartesian forces (eV/Å) of the 2 atoms listed first:
C -0.09 -1.17 1.47
C 1.31 1.54 -0.65

Output
multiplicity	1
energy relative to the best compared isomer or geometry (same formula, charge and spin)	329.3	kJ/mol
HOMO-LUMO gap	0.363	Eh
HOMO	-0.343	Ha

***

ORCA calculation (ωB97M-V with the def2-TZVPD basis set) on an isolated molecule of C6H12N2Si in a non-equilibrium geometry.

Atoms and positions in Å:
C: -1.29020 1.38642 0.44958
Si: -0.22102 -0.16595 0.11743
C: -0.40839 -1.23612 1.59928
C: -0.86709 -1.10497 -1.47818
N: 1.42289 0.28370 -0.05461
C: 1.84167 1.34340 -1.10941
C: 3.10317 1.53847 -0.89265
N: 3.60369 0.79826 0.16460
C: 2.57707 0.11515 0.63084
H: -2.34603 1.15696 0.94136
H: -0.76677 1.99217 1.25402
H: -1.60565 2.07598 -0.34105
H: -1.50190 -1.58536 1.64035
H: 0.29937 -2.00649 1.44717
H: -0.11229 -0.69078 2.46413
H: -0.55110 -0.57018 -2.34802
H: -0.51586 -2.15767 -1.57485
H: -1.99386 -0.96611 -1.59420
H: 1.00117 1.57406 -1.79259
H: 3.90464 2.28499 -1.35058
H: 2.58444 -0.62469 1.49282

Cartesian forces (eV/Å) of the 2 atoms listed first:
C -1.52 0.25 1.73
Si -2.83 -0.17 -0.96

Output
multiplicity	1
energy relative to the best compared isomer or geometry (same formula, charge and spin)	118.3	kJ/mol
HOMO-LUMO gap	0.370	Eh
HOMO	-0.342	Ha

***

ORCA calculation (ωB97M-V with the def2-TZVPD basis set) on a cluster of 2 separate species, C6H12N3 in total in a non-equilibrium geometry.

Atoms and positions in Å:
C: -2.79151 -0.70778 0.09462
C: -1.74082 -1.65342 -0.01781
C: -2.16078 0.52411 -0.10614
C: -0.73755 0.32941 -0.46132
C: 2.49850 -1.27322 0.09631
C: 2.27183 -0.01332 -0.25980
N: -0.55726 -1.09890 -0.36340
N: -2.77406 1.74624 0.10730
N: 2.07665 0.93426 0.74124
H: -3.88010 -0.91171 0.24522
H: -1.99785 -2.65709 0.06607
H: 2.39828 -1.55228 1.12685
H: -0.44232 0.52626 -1.54095
H: 2.61717 -1.98729 -0.63931
H: -0.06545 1.02849 0.22030
H: 0.43384 -1.38719 -0.12076
H: 2.35407 0.33028 -1.30537
H: -3.76364 1.81274 0.07227
H: -2.20380 2.39937 0.62277
H: 2.54352 0.77091 1.65849
H: 1.97785 1.90440 0.45450

Cartesian forces (eV/Å) of the 2 atoms listed first:
C 0.75 0.14 -0.86
C -0.19 2.38 -0.86

Output
multiplicity	1
energy relative to the best compared isomer or geometry (same formula, charge and spin)	220.5	kJ/mol
charge	+1
HOMO-LUMO gap	0.294	Eh
HOMO	-0.449	Ha

***

ORCA calculation (ωB97M-V with the def2-TZVPD basis set) on the ion C6H12N3 with charge +1 in a non-equilibrium geometry.

Atoms and positions in Å:
C: -2.39678 0.54263 0.24574
C: -1.33097 0.19383 1.00250
C: -2.15024 0.11786 -1.05856
C: 1.10323 1.59024 0.23238
C: 2.04317 -0.40823 -0.83979
C: 1.08091 0.03621 0.23946
N: -1.01867 -0.43673 -1.17348
N: -0.22060 -2.00736 0.74137
N: -0.40576 -0.42371 0.11870
H: -3.32464 1.01096 0.56457
H: -1.03999 0.29087 2.08909
H: -2.83846 0.41302 -1.79154
H: 0.71697 1.98384 -0.68836
H: 0.56713 1.94324 1.07839
H: 2.07583 2.07231 0.40745
H: 1.41965 -0.66935 -1.68653
H: 2.45439 -1.32392 -0.31247
H: 2.82713 0.32240 -1.01509
H: 1.21735 -0.28799 1.18573
H: -1.12029 -2.45447 0.62436
H: 0.34061 -2.50565 0.03609

Cartesian forces (eV/Å) of the 2 atoms listed first:
C -4.65 1.10 -3.00
C 4.76 -0.96 3.83

Output
multiplicity	3
energy relative to the best compared isomer or geometry (same formula, charge and spin)	335.8	kJ/mol
charge	+1
HOMO-LUMO gap (alpha / beta)	0.326 / 0.270	Eh
HOMO (alpha / beta)	-0.438 / -0.568	Ha

***

ORCA calculation (ωB97M-V with the def2-TZVPD basis set) on an isolated molecule of C6H12N3OP in a non-equilibrium geometry.

Atoms and positions in Å:
C: -1.06346 0.05427 2.32596
C: 1.91191 1.15853 -0.25493
C: -1.30808 -1.08546 -2.14740
C: -0.89743 -0.51931 3.67380
C: 3.01493 2.10553 -0.28844
C: -1.24849 -2.10451 -3.27430
N: -0.38669 -0.25336 1.30552
N: 0.72492 1.48209 -0.36785
N: -0.32600 -0.72992 -1.46937
O: -1.91317 1.20165 -0.25864
P: -0.61064 0.53971 -0.25049
H: -1.64640 1.05914 2.34616
H: 2.17166 0.05442 -0.09184
H: -2.29458 -0.87114 -1.81057
H: -0.69195 -1.57957 3.33104
H: -1.69132 -0.28891 4.35449
H: 0.11609 -0.31249 4.07365
H: 3.55534 1.99924 0.67465
H: 2.82881 3.18528 -0.13557
H: 3.69051 1.95291 -1.07149
H: -2.33322 -2.31072 -3.49351
H: -0.72317 -2.95906 -2.93540
H: -0.87957 -1.77832 -4.23548

Cartesian forces (eV/Å) of the 2 atoms listed first:
C -0.16 4.41 -0.26
C 5.88 -2.28 0.45

Output
multiplicity	3
energy relative to the best compared isomer or geometry (same formula, charge and spin)	0.0	kJ/mol
HOMO-LUMO gap (alpha / beta)	0.245 / 0.237	Eh
HOMO (alpha / beta)	-0.211 / -0.344	Ha